# 1
Entry from the Open Molecules 2025 dataset: C32H30Br51F8N3OS as an isolated structure (wB97M-V/def2-TZVPD).

```
! wB97M-V def2-TZVPD RIJCOSX def2/J DEFGRID3
* xyz 0 1
N -4.01 -2.94 2.96
C -4.45 -3.76 2.08
C -3.62 -5.00 1.55
C -2.26 -4.45 0.94
C -2.37 -3.41 -0.07
C -1.08 -2.80 -0.65
C 0.19 -3.31 -0.18
C 1.51 -2.66 -0.74
C 2.23 -2.01 0.53
O 1.41 -0.99 1.10
C 1.53 -0.92 2.51
C 2.41 0.27 3.06
F 1.98 0.57 4.35
F 2.13 1.39 2.28
C 3.98 0.05 2.96
F 4.32 0.09 1.63
F 4.57 1.17 3.55
C 4.54 -1.21 3.76
F 5.65 -0.77 4.48
F 3.65 -1.69 4.70
C 5.03 -2.41 2.87
F 5.57 -3.35 3.77
F 6.05 -2.09 2.00
C 0.27 -4.41 0.82
N 1.37 -5.03 1.36
S 0.91 -6.19 2.46
N -0.75 -6.01 2.36
C -0.98 -5.04 1.43
H -3.06 -3.22 3.23
H -5.47 -3.60 1.63
H -4.14 -5.54 0.71
H -3.37 -5.72 2.37
H -3.36 -3.02 -0.39
H -1.05 -2.00 -1.42
H 2.17 -3.51 -1.09
H 1.32 -1.88 -1.52
H 3.23 -1.62 0.15
H 2.41 -2.88 1.23
H 1.87 -1.88 3.01
H 0.48 -0.73 2.91
H 4.23 -2.95 2.32
C 1.36 4.68 0.44
Br -0.41 5.07 -0.23
Br 2.44 3.76 -0.87
Br 2.23 6.27 1.11
H 1.24 4.00 1.28
C 2.40 7.34 4.97
Br 1.92 5.99 6.28
Br 1.11 8.78 4.93
Br 4.20 7.98 5.24
H 2.37 6.86 4.00
C -1.91 2.12 -2.28
Br -2.54 0.79 -1.02
Br -0.35 1.50 -3.25
Br -3.31 2.69 -3.48
H -1.60 2.99 -1.71
C -2.47 1.97 -7.67
Br -2.18 3.80 -7.12
Br -0.86 0.92 -7.49
Br -3.97 1.16 -6.76
H -2.72 1.99 -8.73
C 7.79 2.35 4.95
Br 7.23 3.86 3.87
Br 9.41 1.55 4.28
Br 7.93 2.83 6.82
H 7.01 1.60 4.87
C -7.00 -7.18 3.38
Br -5.17 -7.79 3.54
Br -7.26 -5.47 4.23
Br -7.60 -7.18 1.54
H -7.62 -7.90 3.91
C -3.14 -2.92 -4.58
Br -3.48 -4.61 -5.45
Br -2.78 -3.13 -2.68
Br -1.73 -1.94 -5.46
H -4.04 -2.32 -4.67
C -3.56 5.48 2.29
Br -4.63 7.08 2.51
Br -3.34 4.54 3.97
Br -4.26 4.33 0.91
H -2.58 5.80 1.98
C 3.60 -6.51 -2.27
Br 1.81 -6.10 -2.90
Br 4.63 -7.46 -3.60
Br 4.52 -4.93 -1.64
H 3.49 -7.18 -1.42
C 12.15 0.00 1.40
Br 10.49 -0.97 1.63
Br 13.44 -0.48 2.75
Br 12.86 -0.22 -0.39
H 11.93 1.05 1.53
C 4.79 9.99 1.42
Br 3.24 9.31 2.35
Br 5.47 8.71 0.13
Br 4.45 11.71 0.61
H 5.57 10.14 2.16
C -4.57 8.26 6.14
Br -5.05 6.91 7.45
Br -5.87 9.70 6.09
Br -2.78 8.92 6.41
H -4.60 7.78 5.17
C -4.68 12.36 3.58
Br -3.41 13.38 4.63
Br -5.97 13.49 2.70
Br -3.78 11.17 2.34
H -5.22 11.73 4.28
C -6.67 -6.33 -4.44
Br -7.73 -4.72 -4.26
Br -6.42 -7.22 -2.74
Br -7.39 -7.53 -5.78
H -5.69 -6.02 -4.79
C -3.47 -8.80 -6.19
Br -3.84 -10.49 -7.04
Br -3.10 -9.00 -4.30
Br -2.06 -7.83 -7.08
H -4.37 -8.20 -6.27
C 5.29 -4.82 -6.52
Br 3.50 -4.42 -7.14
Br 6.32 -5.75 -7.86
Br 6.20 -3.24 -5.88
H 5.18 -5.49 -5.67
C -7.15 3.03 -8.78
Br -8.39 2.47 -7.41
Br -5.94 4.39 -8.15
Br -6.20 1.52 -9.55
H -7.74 3.47 -9.58
*
```

Calculated values
largest force on an atom = 4.203 eV Å⁻¹
electronic energy = -3644921.0699 eV
highest occupied orbital energy = -9.0 eV
Kohn-Sham gap = 0.276 Eh

# 2
Entry from the Open Molecules 2025 dataset: C16H19BrIr as an isolated structure (wB97M-V/def2-TZVPD).

```
! wB97M-V def2-TZVPD RIJCOSX def2/J DEFGRID3
* xyz 0 6
C 0.53 1.58 -2.26
C 1.67 0.71 -2.10
C 1.24 -0.64 -2.26
H 2.70 1.05 -1.93
C -0.16 -0.65 -2.49
C -0.64 0.72 -2.50
H -1.65 1.05 -2.68
H 0.51 2.67 -2.23
H 1.87 -1.52 -2.23
H -0.79 -1.52 -2.64
Ir 0.10 0.38 -0.52
Br -1.42 1.44 0.94
C -4.01 3.69 1.02
C -4.56 3.69 -0.30
C -3.83 4.64 -1.08
H -5.41 3.10 -0.63
C -2.82 5.22 -0.25
C -2.93 4.63 1.05
H -2.32 4.87 1.92
H -4.35 3.08 1.86
H -4.02 4.89 -2.13
H -2.12 6.00 -0.54
C 2.45 -2.98 2.90
C 2.02 -3.14 1.44
C 3.27 -3.15 0.54
C 1.23 -4.43 1.22
C 1.22 -1.98 1.03
C 0.72 -0.92 0.64
H 3.07 -3.83 3.21
H 1.58 -2.91 3.56
H 3.03 -2.06 3.02
H 3.94 -3.99 0.76
H 2.95 -3.21 -0.50
H 3.81 -2.21 0.68
H 0.31 -4.44 1.82
H 0.95 -4.53 0.17
H 1.85 -5.29 1.50
*
```

Calculated values
largest force on an atom = 4.354 eV Å⁻¹
electronic energy = -89772.9909 eV
highest occupied orbital energy (spin up / spin down) = -5.1 / -7.7 eV
energy above the lowest of the compared OMol25 structures with the same formula, charge and spin = 0.97 kJ/mol
Kohn-Sham gap (spin up / spin down) = 0.211 / 0.197 Eh

# 3
Entry from the Open Molecules 2025 dataset: an isolated ion of composition C20H30NO5 and charge +1 (wB97M-V/def2-TZVPD).

```
! wB97M-V def2-TZVPD RIJCOSX def2/J DEFGRID3
* xyz 1 1
C 2.89 -5.35 -2.11
C 2.60 -4.10 -2.93
O 2.60 -2.93 -2.11
C 1.48 -2.59 -1.50
O 0.43 -3.17 -1.60
C 1.68 -1.33 -0.65
C 1.45 -1.64 0.83
C -0.01 -2.00 1.09
N -0.90 -0.88 0.70
C -2.32 -1.15 1.00
C -2.74 -1.23 2.48
O -2.09 -2.33 3.09
C -2.47 0.06 3.32
O -2.77 1.23 2.60
C -1.79 1.89 1.91
C -0.42 1.72 2.10
C 0.47 2.39 1.28
C 0.03 3.25 0.27
C 1.05 3.81 -0.65
O 2.02 3.14 -0.93
C 0.80 5.17 -1.23
C 0.36 5.05 -2.70
C -1.34 3.47 0.15
C -2.24 2.79 0.94
C -0.73 -0.59 -0.75
C 0.71 -0.23 -1.08
H 2.95 -6.21 -2.78
H 3.83 -5.24 -1.59
H 2.10 -5.52 -1.39
H 3.38 -3.92 -3.67
H 1.62 -4.18 -3.43
H 2.71 -1.00 -0.80
H 2.07 -2.48 1.14
H 1.74 -0.77 1.42
H -0.18 -2.24 2.14
H -0.29 -2.87 0.49
H -0.60 -0.02 1.22
H -2.58 -2.10 0.54
H -2.92 -0.36 0.54
H -3.82 -1.40 2.45
H -2.57 -2.62 3.87
H -3.14 0.06 4.18
H -1.45 0.03 3.70
H -0.02 1.14 2.92
H 1.54 2.26 1.41
H 1.75 5.72 -1.21
H 0.06 5.72 -0.65
H 1.11 4.50 -3.26
H 0.24 6.03 -3.13
H -0.59 4.51 -2.77
H -1.72 4.15 -0.60
H -3.30 2.94 0.84
H -1.39 0.24 -1.02
H -1.02 -1.48 -1.30
H 0.78 -0.06 -2.16
H 1.00 0.71 -0.60
*
```

Calculated values
largest force on an atom = 1.021 eV Å⁻¹
electronic energy = -32948.9841 eV
highest occupied orbital energy = -12.0 eV
energy above the lowest of the compared OMol25 structures with the same formula, charge and spin = 2.16 kJ/mol
SMILES string = CCOC(=O)[C@H]1CC[N@@H+](C[C@@H](O)COc2ccc(C(=O)CC)cc2)CC1
Kohn-Sham gap = 0.355 Eh

# 4
Entry from the Open Molecules 2025 dataset: C3H4N2O as an isolated structure (wB97M-V/def2-TZVPD).

```
! wB97M-V def2-TZVPD RIJCOSX def2/J DEFGRID3
* xyz 0 1
O 1.23 0.20 -1.56
C 0.58 0.45 -0.38
C -0.28 -0.65 0.12
C -1.40 -0.50 1.03
N -0.68 0.09 1.85
N 0.75 1.52 0.26
H 0.86 -0.56 -2.01
H -0.01 -1.68 -0.19
H -2.31 -1.05 1.18
H 1.28 2.17 -0.30
*
```

Calculated values
largest force on an atom = 1.782 eV Å⁻¹
electronic energy = -8199.5317 eV
highest occupied orbital energy (spin up / spin down) = -8.9 / -8.9 eV
energy above the lowest of the compared OMol25 structures with the same formula, charge and spin = 420.07 kJ/mol
Kohn-Sham gap (spin up / spin down) = 0.314 / 0.314 Eh